A structure of composition C12H16BBrCl2F4O2PdSe2. Source: the Open Molecules 2025 dataset; level of theory: ωB97M-V/def2-TZVPD.

XYZ file:
```
41
C12H16BBrCl2F4O2PdSe2 | the Open Molecules 2025 dataset | ωB97M-V/def2-TZVPD
Pd 1.191 -0.422 0.411
Cl 2.519 -1.754 2.591
C 3.671 -2.422 1.392
Cl 4.001 -1.248 0.119
H 3.216 -3.300 0.949
H 4.595 -2.623 1.921
O -4.320 0.280 -2.397
C -4.104 0.328 -0.998
C -2.699 -0.218 -0.698
C -2.588 -1.644 -1.247
O -1.354 -2.138 -0.792
C -1.681 0.730 -1.346
Se 0.048 -0.024 -1.810
C -2.587 -0.225 0.830
Se -0.918 -0.632 1.723
H -5.208 0.594 -2.590
H -4.845 -0.287 -0.471
H -4.185 1.355 -0.623
H -2.648 -1.630 -2.339
H -3.421 -2.246 -0.866
H -1.010 -2.929 -1.253
H -1.483 1.573 -0.683
H -2.096 1.108 -2.279
H -3.306 -0.925 1.260
H -2.833 0.766 1.229
Br 3.126 5.913 1.950
C 2.567 4.159 1.511
C 3.116 3.079 2.181
C 2.697 1.795 1.853
C 1.737 1.565 0.870
C 1.213 2.676 0.215
C 1.618 3.970 0.523
H 3.862 3.238 2.947
H 3.141 0.963 2.387
H 0.477 2.564 -0.573
H 1.206 4.820 -0.003
F 1.186 -2.821 0.095
B 1.483 -3.373 -1.205
F 2.505 -4.286 -1.063
F 1.824 -2.335 -2.062
F 0.288 -3.995 -1.658
```

Summary:
Energy above the lowest of the compared OMol25 structures with the same formula, charge and spin in kcal per mole: 0.0
Strongest force on any atom in eV Å⁻¹: 0.434
Highest occupied orbital energy (alpha / beta) in eV: -7.75 / -8.64
Gap between HOMO and LUMO (alpha / beta) in eV: 7.76 / 5.98
Multiplicity: 5
Total energy in Ha: -9466.9120

natural (NBO) population analysis, charges in e, atoms 1 to 8:
1. Pd 0.679
2. Cl -0.027
3. C -0.384
4. Cl 0.019
5. H 0.270
6. H 0.229
7. O -0.727
8. C -0.050

A structure of composition C64H49N2O3P2PdS2 at a distorted geometry. Source: the Open Molecules 2025 dataset; level of theory: ωB97M-V/def2-TZVPD.

XYZ file:
```
123
C64H49N2O3P2PdS2 | the Open Molecules 2025 dataset | ωB97M-V/def2-TZVPD
Pd 0.439 0.061 0.296
O 0.943 -0.284 -2.052
S -0.531 0.073 -1.998
C -1.272 -1.001 -3.211
C -1.129 -0.719 -4.554
C -1.782 -1.460 -5.545
C -2.624 -2.470 -5.147
C -3.529 -3.379 -5.927
C -4.139 -4.339 -4.877
C -3.531 -3.919 -3.573
C -3.638 -4.429 -2.304
C -2.913 -3.821 -1.274
C -2.093 -2.707 -1.448
P -1.034 -2.324 -0.001
C -2.129 -2.814 1.373
C -1.791 -3.739 2.362
C -2.726 -4.109 3.317
C -4.001 -3.564 3.301
C -4.355 -2.662 2.302
C -3.428 -2.283 1.352
C 0.294 -3.562 -0.132
C 0.554 -4.197 -1.349
C 1.498 -5.207 -1.417
C 2.172 -5.613 -0.273
C 1.941 -4.966 0.934
C 1.035 -3.920 0.998
C -2.001 -2.131 -2.753
C -2.698 -2.804 -3.779
C -0.720 1.675 -2.743
C -1.940 1.929 -3.346
C -2.222 3.125 -4.012
C -1.238 4.081 -4.047
C -1.213 5.437 -4.685
C 0.154 6.041 -4.289
C 0.826 4.972 -3.479
C 2.046 4.938 -2.857
C 2.370 3.807 -2.101
C 1.542 2.698 -1.957
P 2.214 1.518 -0.738
C 2.842 2.585 0.608
C 4.169 2.629 1.043
C 4.528 3.464 2.090
C 3.582 4.267 2.709
C 2.268 4.256 2.259
C 1.901 3.420 1.219
C 3.640 0.719 -1.490
C 3.786 0.729 -2.877
C 4.916 0.182 -3.461
C 5.913 -0.369 -2.668
C 5.754 -0.425 -1.289
C 4.616 0.099 -0.702
C 0.289 2.676 -2.645
C -0.023 3.851 -3.369
H -0.506 0.117 -4.849
H -1.641 -1.212 -6.589
H -2.981 -3.913 -6.704
H -4.298 -2.800 -6.441
H -3.921 -5.385 -5.097
H -5.226 -4.254 -4.832
H -4.234 -5.306 -2.090
H -2.965 -4.281 -0.298
H -0.827 -4.221 2.369
H -2.465 -4.851 4.059
H -4.727 -3.856 4.048
H -5.361 -2.266 2.263
H -3.709 -1.584 0.578
H 0.011 -3.913 -2.240
H 1.697 -5.685 -2.366
H 2.885 -6.426 -0.322
H 2.463 -5.287 1.827
H 0.906 -3.381 1.928
H -2.703 1.161 -3.321
H -3.177 3.272 -4.497
H -2.052 6.045 -4.340
H -1.326 5.358 -5.768
H 0.037 6.952 -3.700
H 0.752 6.311 -5.160
H 2.742 5.764 -2.911
H 3.323 3.803 -1.586
H 4.939 2.058 0.550
H 5.561 3.504 2.412
H 3.873 4.921 3.521
H 1.535 4.914 2.709
H 0.886 3.431 0.856
H 3.014 1.171 -3.494
H 5.027 0.188 -4.537
H 6.809 -0.765 -3.127
H 6.527 -0.872 -0.676
H 4.491 0.025 0.369
C -4.191 3.105 6.809
C -3.555 2.731 5.506
C -2.783 3.640 4.780
C -2.136 3.263 3.617
C -2.278 1.955 3.174
C -3.083 1.036 3.842
C -3.725 1.438 4.997
S -1.352 1.374 1.810
O -1.961 0.160 1.298
O -1.111 2.367 0.794
N 0.145 0.899 2.273
C 0.782 0.334 3.283
C 0.572 0.621 4.647
C 1.356 0.024 5.620
C 2.370 -0.858 5.287
C 2.638 -1.175 3.928
C 3.668 -2.048 3.516
C 3.849 -2.307 2.182
C 2.986 -1.712 1.252
N 2.033 -0.877 1.619
C 1.847 -0.588 2.924
H -3.852 4.076 7.163
H -3.961 2.352 7.563
H -5.278 3.138 6.711
H -2.697 4.659 5.134
H -1.551 3.970 3.042
H -3.205 0.039 3.440
H -4.373 0.744 5.519
H -0.198 1.331 4.925
H 1.175 0.261 6.660
H 2.974 -1.311 6.064
H 4.299 -2.518 4.260
H 4.635 -2.959 1.829
H 3.072 -1.915 0.191
```

Summary:
Energy above the lowest of the compared OMol25 structures with the same formula, charge and spin in kcal per mole: 22.5
Strongest force on any atom in eV Å⁻¹: 2.342
Net charge: +3
Highest occupied orbital energy (alpha / beta) in eV: -14.20 / -14.47
Gap between HOMO and LUMO (alpha / beta) in eV: 6.59 / 4.06
Multiplicity: 5
Total energy in Ha: -4409.5081

Mulliken population analysis, charges in e, atoms 1 to 8:
1. Pd 0.252
2. O -0.456
3. S 2.234
4. C -0.359
5. C -0.111
6. C -1.366
7. C 0.308
8. C -0.790